<A>
DFT (ωB97M-V/def2-TZVPD) results for 2 unconnected molecules or ions with the total composition C4H11NS.

Summary:
E_LUMO, eV: -3.022
HOMO level, eV: -9.344
Kohn-Sham gap, eV: 6.322
Molar mass, u: 105.21

Geometry (Å):
C1 -0.800 -1.015 1.378
C2 -0.377 -0.197 0.137
C3 1.117 0.139 0.239
C4 1.739 1.163 -0.767
S1 -2.894 1.567 -0.526
N1 -0.685 -0.930 -1.069
H1 -1.898 -0.928 1.349
H2 -0.481 -2.057 1.353
H3 -0.478 -0.482 2.278
H4 -1.201 0.623 0.115
H5 1.508 -0.799 -0.127
H6 1.309 0.499 1.237
H7 1.282 1.092 -1.755
H8 2.745 0.784 -0.833
H9 1.653 2.105 -0.235
H10 -1.638 -1.265 -0.928
H11 -0.900 -0.300 -1.847

<B>
DFT (ωB97M-V/def2-TZVPD) results for 2 unconnected molecules or ions with the total composition C4H11NS.

Summary:
E_LUMO, eV: -0.836
HOMO level, eV: -8.511
Kohn-Sham gap, eV: 7.675
Molar mass, u: 105.21

Geometry (Å):
C1 1.578 0.252 0.427
C2 0.828 0.679 -1.910
C3 -0.657 -0.103 -0.039
C4 -1.489 -0.002 1.182
H1 2.568 0.653 0.155
H2 1.174 0.839 1.467
H3 1.823 -1.050 0.444
H4 -0.121 0.799 -2.500
H5 1.162 -0.299 -2.310
H6 1.620 1.426 -2.420
H7 -0.474 -1.293 -0.070
H8 -1.422 0.235 -0.767
H9 -1.154 -0.002 2.357
H10 -2.163 0.890 1.281
H11 -1.249 -2.149 2.223
N1 0.540 0.666 -0.474
S1 -2.563 -1.540 0.955

<C>
DFT (ωB97M-V/def2-TZVPD) results for a single C4H11NS molecule.

Summary:
E_LUMO, eV: 1.005
HOMO level, eV: -8.699
Kohn-Sham gap, eV: 9.704
Molar mass, u: 105.21

Geometry (Å):
C1 -0.160 0.925 -2.517
N1 -0.439 1.343 -1.196
C2 0.430 0.897 -0.154
C3 -0.160 -0.418 0.317
C4 -1.475 -0.061 1.099
S1 0.928 -1.451 1.225
H1 0.303 -0.040 -2.514
H2 -0.969 1.026 -3.191
H3 0.598 1.686 -2.893
H4 -0.369 2.341 -1.139
H5 0.384 1.718 0.578
H6 1.477 0.778 -0.452
H7 -0.498 -1.047 -0.508
H8 -1.207 0.547 1.974
H9 -1.967 -0.892 1.586
H10 -2.174 0.529 0.435
H11 0.832 -0.883 2.433

<D>
DFT (ωB97M-V/def2-TZVPD) results for 2 unconnected molecules or ions with the total composition C4H11NS.

Summary:
E_LUMO, eV: -0.286
HOMO level, eV: -6.748
Kohn-Sham gap, eV: 6.462
Molar mass, u: 105.21

Geometry (Å):
C1 -1.852 -0.077 -2.159
C2 -2.303 -0.127 -0.708
S1 -0.932 0.267 0.439
H1 -1.044 -0.794 -2.314
H2 -1.457 0.912 -2.390
H3 -2.678 -0.320 -2.832
H4 -2.663 -1.124 -0.457
H5 -3.118 0.577 -0.530
C3 2.563 -0.057 0.437
C4 0.970 0.534 2.159
N1 1.629 -0.352 1.519
H6 2.247 -0.603 -0.447
H7 3.563 -0.374 0.725
H8 2.531 1.010 0.239
H9 1.120 1.581 1.936
H10 0.199 0.226 2.850
H11 1.227 -1.280 1.534

Stability check: which of them is least stable? <B>.